{
  "formula": "C2H33O15",
  "method": "ωB97M-V/def2-TZVPD",
  "species": ["C", "C", "O", "H", "H", "H", "H", "H", "O", "H", "H", "O", "H", "H", "O", "H", "H", "O", "H", "H", "O", "H", "H", "O", "H", "H", "O", "H", "H", "O", "H", "H", "O", "H", "H", "O", "H", "H", "O", "H", "H", "O", "H", "H", "O", "H", "H", "O", "H", "H"],
  "xyz": [[1.14032, -0.91220, 0.78328], [-0.35468, -0.83220, 0.48228], [-0.85668, 0.48080, 0.47628], [1.66732, -0.30820, 0.06828], [1.58032, -1.82420, 0.73628], [1.24332, -0.52120, 1.79228], [-1.03868, -1.26920, 1.20628], [-0.72168, -1.21720, -0.45672], [4.05532, -0.73720, -2.37572], [3.98732, -0.17620, -1.63372], [4.06932, -1.57220, -1.89472], [4.29032, 0.43380, 0.00628], [5.07832, 0.79780, 0.45028], [3.71332, 1.10680, -0.22672], [-2.47568, -3.00120, -1.83872], [-2.01568, -3.15420, -1.06772], [-3.37968, -3.28520, -1.58272], [0.51432, 2.05880, 1.96428], [1.36432, 1.62080, 2.21328], [0.10132, 1.32980, 1.45028], [0.25832, 0.89080, -1.74672], [0.51432, -0.00520, -2.03972], [-0.17968, 0.81980, -0.88772], [-3.31768, -0.07920, -0.62072], [-2.41368, -0.02020, -0.30372], [-3.22468, -0.36220, -1.47972], [-3.61168, -1.64220, 1.83828], [-4.08668, -1.57420, 0.96428], [-3.20268, -0.76620, 1.90828], [-1.75668, 2.94880, -1.27272], [-1.34768, 2.13880, -1.58572], [-1.13568, 3.39080, -0.68972], [-1.98068, -0.66420, 4.62028], [-1.81768, -0.90920, 3.72428], [-2.51568, -1.36120, 4.97028], [-2.70068, 0.86180, 2.33128], [-2.54768, 1.17480, 3.24728], [-1.89368, 0.73680, 1.77428], [-2.98268, -0.63720, -3.16472], [-2.67168, -1.30720, -2.59172], [-2.18668, -0.23020, -3.51572], [2.60532, 2.15080, -0.85072], [2.65032, 3.09880, -1.08072], [1.71732, 1.92480, -1.10272], [1.51832, -1.34020, -3.05572], [2.29732, -1.51120, -2.51072], [1.81632, -0.52420, -3.46772], [3.23732, 1.20580, 2.38128], [3.77132, 1.91580, 2.05428], [3.22532, 0.65780, 1.60028]],
  "forces_ev_per_a": [[-1.98, 2.25, 0.28], [-1.57, 0.68, 0.52], [0.70, 0.35, -0.11], [0.26, 0.64, -0.20], [0.99, -3.18, -0.04], [0.37, 0.09, 0.05], [0.68, -1.32, 0.57], [0.75, -1.10, -0.84], [0.09, -1.68, -1.27], [0.20, 1.71, 1.43], [0.43, -0.35, -0.29], [3.06, -2.83, 1.41], [-0.65, -0.20, -0.51], [-2.05, 3.02, -0.91], [-2.59, -0.22, -2.18], [1.98, -0.27, 2.78], [0.65, 0.41, -0.46], [1.49, -0.48, 0.67], [-0.71, 1.03, 0.01], [-0.84, 0.39, -0.45], [1.22, 0.23, -2.23], [-0.19, 0.37, 0.23], [-0.97, -0.29, 1.85], [-1.13, 0.38, 3.06], [0.65, 0.73, 0.70], [-0.20, -0.29, -2.91], [-0.91, -0.84, -1.33], [0.90, 0.12, 1.26], [-0.24, 0.56, 0.27], [-0.49, 0.69, -0.34], [0.22, -0.07, 0.15], [0.14, -0.37, 0.13], [0.49, 0.70, 1.13], [0.04, -0.16, -1.16], [-0.54, -0.60, 0.23], [-0.58, 0.10, 0.75], [0.44, -0.46, -1.14], [0.36, 0.74, 0.03], [-0.52, 1.21, -1.77], [0.80, -1.90, 0.64], [0.04, 0.17, 0.00], [1.01, 1.75, -0.20], [0.21, -0.69, 0.33], [-1.51, -0.99, -0.36], [-0.30, -0.06, 0.07], [-0.18, -0.03, -0.11], [-0.05, 0.11, -0.33], [-0.04, -0.26, 0.80], [0.29, 1.04, 0.12], [-0.20, -0.82, -0.31]],
  "lowdin_charge": [-0.044, -0.350, -0.376, 0.048, 0.037, 0.080, 0.095, 0.086, -0.038, -0.038, 0.055, -0.048, 0.094, -0.064, -0.013, 0.000, 0.087, -0.114, -0.013, -0.044, -0.090, 0.014, -0.044, -0.023, -0.012, -0.081, -0.124, 0.038, -0.047, -0.054, -0.014, 0.027, -0.037, -0.002, 0.026, -0.090, 0.059, 0.005, -0.033, -0.039, 0.058, -0.033, 0.088, 0.009, -0.062, 0.004, 0.043, -0.044, 0.033, -0.013],
  "molar_mass_g_mol": 297.3,
  "fmax_ev_per_a": 4.40,
  "orbital_gap_ev": 7.79,
  "charge": -1,
  "lumo_energy_ev": 2.211,
  "homo_energy_ha": -0.205,
  "de_lowest_kcal_mol": 40.5,
  "total_energy_ha": -1224.62498
}

---

{
  "formula": "C4H3NO",
  "method": "ωB97M-V/def2-TZVPD",
  "species": ["N", "C", "C", "C", "C", "O", "H", "H", "H"],
  "xyz": [[-1.69547, 3.39704, 1.03142], [-1.19698, 2.39534, 0.77993], [-0.58073, 1.19489, 0.49643], [-0.15340, 0.13542, 0.09305], [0.29906, -1.25913, -0.21515], [1.13174, -1.40016, -1.32484], [0.80799, -1.60630, 0.69974], [-0.61056, -1.87640, -0.37734], [1.99834, -0.98071, -1.18324]],
  "forces_ev_per_a": [[-0.24, 0.41, 0.08], [0.34, -0.26, 0.09], [0.26, -1.01, -0.76], [-0.23, 0.15, 0.29], [-0.30, 0.44, 0.84], [0.41, 0.18, -0.53], [-0.29, -0.10, -0.16], [0.65, 0.34, 0.03], [-0.59, -0.16, 0.11]],
  "lowdin_charge": [0.160, -0.246, -0.020, 0.053, -0.267, -0.051, 0.127, 0.138, 0.107],
  "molar_mass_g_mol": 81.1,
  "fmax_ev_per_a": 1.29,
  "orbital_gap_ev": 10.87,
  "smiles": "N#CC#CCO",
  "lumo_energy_ev": 0.190,
  "homo_energy_ha": -0.393,
  "de_lowest_kcal_mol": 30.4,
  "total_energy_ha": -284.12463
}